A 4-piece molecular cluster, C2H12N2O2 overall. Source: OMol25; level of theory: ωB97M-V/def2-TZVPD.

Each atom is followed by the atoms it is bonded to, with distances in Å.
Positions of all 18 atoms, in Å:
1 O 2.2959 0.0273 0.8352  H9 0.961, H10 0.994
2 O 1.2568 1.0687 -1.3048  H17 0.966
3 N -0.3445 0.9609 1.8573  H12 1.024, H15 1.014, H16 1.036
4 N -1.9402 -0.2754 0.0515  C6 1.416, H18 1.031
5 C -0.0138 -1.5649 -0.7417  C6 1.531, H7 1.088, H8 1.092, H14 1.079
6 C -0.8675 -0.3014 -0.8731  N4 1.416, C5 1.531, H11 1.095, H13 1.099
7 H -0.4626 -2.4484 -1.1911  C5 1.088
8 H 0.0607 -1.8116 0.3198  C5 1.092
9 H 1.5091 0.3214 1.3015  O1 0.961
10 H 2.1087 0.4863 -0.0266  O1 0.994
11 H -0.2668 0.5514 -0.5403  C6 1.095
12 H -0.4553 1.7188 1.1783  N3 1.024
13 H -1.1128 -0.1005 -1.9257  C6 1.099
14 H 0.9878 -1.4111 -1.1111  C5 1.079
15 H -0.6097 1.3556 2.7533  N3 1.014
16 H -1.0923 0.3203 1.5367  N3 1.036
17 H 1.7092 1.8121 -1.7251  O2 0.966
18 H -2.7627 -0.7095 -0.3942  N4 1.031

* net charge: 0
* LUMO level: -4.271 eV
* largest force on an atom: 3.5 eV Å⁻¹
* energy above the lowest of the compared OMol25 structures with the same formula, charge and spin: 161.12 kcal/mol
* gap between HOMO and LUMO: 4.98 eV
* E_HOMO: -9.25 eV
* electronic energy: -9337.216 eV

In elementary charge units, the Mulliken charges are:
1 O -0.706
2 O -0.728
3 N -0.744
4 N -0.471
5 C -0.972
6 C 0.227
7 H 0.356
8 H 0.351
9 H 0.393
10 H 0.393
11 H -0.025
12 H 0.227
13 H 0.416
14 H 0.302
15 H 0.223
16 H 0.300
17 H 0.171
18 H 0.289

A 3-piece molecular cluster, C2H12N2O2 overall. Source: OMol25; level of theory: ωB97M-V/def2-TZVPD.

Each atom is followed by the atoms it is bonded to, with distances in Å.
Positions of all 18 atoms, in Å:
1 O -2.9014 -0.4799 -1.8470  H8 0.957, H15 0.964
2 O 1.1768 -3.5230 3.1118  H7 0.964, H9 0.964
3 N 0.4545 1.2714 -1.9756  C5 1.488, H10 1.009, H11 1.010
4 N 1.1419 0.1060 0.9473  C6 1.512, H16 1.027, H18 1.017
5 C -0.0843 1.7179 -0.6629  N3 1.488, C6 1.507, H12 1.116, H17 1.113
6 C -0.1347 0.5222 0.2524  N4 1.512, C5 1.507, H13 1.112, H14 1.096
7 H 0.4557 -3.4856 3.7509  O2 0.964
8 H -2.9621 -1.3688 -2.1973  O1 0.957
9 H 1.5996 -2.6890 3.3452  O2 0.964
10 H 1.4314 1.0198 -1.9998  N3 1.009
11 H 0.2284 1.9267 -2.7103  N3 1.010
12 H -1.0004 2.2664 -0.9881  C5 1.116
13 H -0.8537 0.6950 1.0826  C6 1.112
14 H -0.3645 -0.4780 -0.1326  C6 1.096
15 H -2.1539 -0.5158 -1.2401  O1 0.964
16 H 1.7810 0.8824 1.1578  N4 1.027
17 H 0.5046 2.4839 -0.1107  C5 1.113
18 H 1.6810 -0.3517 0.2164  N4 1.017

* structure (SMILES): NCCN.O.O
* net charge: 0
* LUMO level: 0.901 eV
* largest force on an atom: 2.8 eV Å⁻¹
* energy above the lowest of the compared OMol25 structures with the same formula, charge and spin: 28.47 kcal/mol
* gap between HOMO and LUMO: 10.22 eV
* E_HOMO: -9.32 eV
* electronic energy: -9342.968 eV

In elementary charge units, the Mulliken charges are:
1 O -0.653
2 O -0.641
3 N -0.485
4 N -0.589
5 C -0.357
6 C -0.749
7 H 0.313
8 H 0.305
9 H 0.319
10 H 0.181
11 H 0.201
12 H 0.391
13 H 0.207
14 H 0.470
15 H 0.334
16 H 0.251
17 H 0.269
18 H 0.232

A 3-piece molecular cluster, C2H12N2O2 overall. Source: OMol25; level of theory: ωB97M-V/def2-TZVPD.

Each atom is followed by the atoms it is bonded to, with distances in Å.
Positions of all 18 atoms, in Å:
1 O -1.0847 -2.2735 2.7656  H15 0.968, H16 0.968
2 O -0.4351 3.5956 0.0142  H8 0.962, H9 0.971
3 N 1.0702 -1.7423 -0.3521  C6 1.468, H11 1.007, H17 1.004
4 N -1.0234 0.6095 -0.1640  C5 1.473, H7 1.012, H14 1.020
5 C -0.1261 0.2147 -1.2638  N4 1.473, C6 1.520, H12 1.087, H13 1.107
6 C 1.2004 -0.3419 -0.7737  N3 1.468, C5 1.520, H10 1.093, H18 1.085
7 H -0.5996 0.4937 0.7476  N4 1.012
8 H 0.1183 3.5838 -0.7726  O2 0.962
9 H -0.6764 2.6625 0.1351  O2 0.971
10 H 1.5030 0.3156 0.0452  C6 1.093
11 H 1.8878 -2.2808 -0.5886  N3 1.007
12 H -0.6356 -0.4415 -1.9641  C5 1.087
13 H 0.0722 1.1184 -1.8722  C5 1.107
14 H -1.9051 0.0990 -0.2166  N4 1.020
15 H -0.3895 -1.6299 2.9640  O1 0.968
16 H -1.7378 -1.7492 2.2800  O1 0.968
17 H 0.8628 -1.8815 0.6203  N3 1.004
18 H 1.8985 -0.3523 -1.6043  C6 1.085

* structure (SMILES): NCCN.O.O
* net charge: 0
* LUMO level: 0.444 eV
* largest force on an atom: 1.2 eV Å⁻¹
* energy above the lowest of the compared OMol25 structures with the same formula, charge and spin: 16.40 kcal/mol
* gap between HOMO and LUMO: 9.88 eV
* E_HOMO: -9.44 eV
* electronic energy: -9343.492 eV

In elementary charge units, the Mulliken charges are:
1 O -0.640
2 O -0.685
3 N -0.509
4 N -0.563
5 C -0.436
6 C -0.511
7 H 0.280
8 H 0.300
9 H 0.365
10 H 0.248
11 H 0.207
12 H 0.333
13 H 0.160
14 H 0.221
15 H 0.312
16 H 0.317
17 H 0.175
18 H 0.426

A 3-piece molecular cluster, C2H12N2O2 overall. Source: OMol25; level of theory: ωB97M-V/def2-TZVPD.

Each atom is followed by the atoms it is bonded to, with distances in Å.
Positions of all 18 atoms, in Å:
1 O 0.2307 -1.0305 -2.3460  H7 0.939, H16 0.978
2 O 0.5053 -2.2436 0.2563  H11 0.984, H14 0.993
3 N -0.0651 1.6580 -1.2740  C6 1.429, H9 1.051, H18 1.029
4 N -0.4274 -0.0819 2.0641  C5 1.452, H8 1.020, H10 1.017
5 C -0.8402 0.5950 0.8475  N4 1.452, C6 1.523, H13 1.094, H17 1.092
6 C 0.2745 1.2685 0.0582  N3 1.429, C5 1.523, H12 1.109, H15 1.094
7 H 0.9054 -1.3036 -2.9394  O1 0.939
8 H -1.0649 0.0725 2.8458  N4 1.020
9 H -0.2021 0.8692 -1.9556  N3 1.051
10 H 0.5039 0.2037 2.3547  N4 1.017
11 H 0.0306 -3.0872 0.4353  O2 0.984
12 H 1.1814 0.6357 -0.0261  C6 1.109
13 H -1.3300 -0.1194 0.1799  C5 1.094
14 H 0.2224 -1.6432 0.9948  O2 0.993
15 H 0.5781 2.1604 0.6140  C6 1.094
16 H 0.3928 -1.5737 -1.5494  O1 0.978
17 H -1.5871 1.3607 1.0683  C5 1.092
18 H 0.6916 2.2593 -1.6281  N3 1.029

* multiplicity: 2
* net charge: +1
* LUMO level (alpha / beta): -3.249 / -8.592 eV
* largest force on an atom: 3.1 eV Å⁻¹
* energy above the lowest of the compared OMol25 structures with the same formula, charge and spin: 0.00 kcal/mol
* gap between HOMO and LUMO (alpha / beta): 10.88 / 5.52 eV
* E_HOMO (alpha / beta): -14.12 / -14.12 eV
* electronic energy: -9335.240 eV

In elementary charge units, the Mulliken charges are:
1 O -0.655
2 O -0.712
3 N -0.090
4 N -0.588
5 C -0.606
6 C -0.430
7 H 0.339
8 H 0.258
9 H 0.342
10 H 0.229
11 H 0.336
12 H 0.362
13 H 0.314
14 H 0.367
15 H 0.425
16 H 0.370
17 H 0.372
18 H 0.368

A 4-piece molecular cluster, C2H12N2O3 overall. Source: OMol25; level of theory: ωB97M-V/def2-TZVPD.

Each atom is followed by the atoms it is bonded to, with distances in Å.
Positions of all 19 atoms, in Å:
1 O 0.7609 -1.3598 -0.2687  H9 1.024, H13 0.964
2 O 3.5395 0.7076 -0.3958  H15 0.961, H19 1.109
3 O 2.2519 -0.2349 1.4308  H10 0.957
4 N -2.1731 1.1111 -0.3079  C6 1.386, C7 1.435
5 N -1.9925 -0.8412 1.0792  C7 1.488, H11 1.014, H12 1.021
6 C -1.0105 1.1858 -1.0589  N4 1.386, H8 1.095, H16 1.115, H18 1.087
7 C -2.5646 -0.2624 -0.1663  N4 1.435, N5 1.488, H14 1.077, H17 1.085
8 H -1.2174 0.8230 -2.0714  C6 1.095
9 H 1.1911 -0.8445 0.5042  O1 1.024
10 H 1.9124 0.5263 1.9006  O3 0.957
11 H -1.9565 -0.1632 1.8327  N5 1.014
12 H -1.0648 -1.2463 0.9420  N5 1.021
13 H 1.4752 -1.4521 -0.9088  O1 0.964
14 H -2.0451 -0.8494 -0.9053  C7 1.077
15 H 4.4262 0.5381 -0.0649  O2 0.961
16 H -0.2575 0.4421 -0.7085  C6 1.115
17 H -3.6304 -0.4640 -0.1685  C7 1.085
18 H -0.5695 2.1793 -1.0423  C6 1.087
19 H 2.9245 0.2041 0.3776  O2 1.109

* net charge: 0
* LUMO level: -4.878 eV
* largest force on an atom: 1.8 eV Å⁻¹
* energy above the lowest of the compared OMol25 structures with the same formula, charge and spin: 152.84 kcal/mol
* gap between HOMO and LUMO: 3.11 eV
* E_HOMO: -7.99 eV
* electronic energy: -11385.121 eV

In elementary charge units, the Mulliken charges are:
1 O -0.744
2 O -0.803
3 O -0.967
4 N -0.094
5 N -0.402
6 C -0.456
7 C -0.449
8 H 0.372
9 H 0.429
10 H 0.240
11 H 0.285
12 H 0.316
13 H 0.274
14 H 0.418
15 H 0.259
16 H 0.264
17 H 0.324
18 H 0.295
19 H 0.439

A 4-piece molecular cluster, C2H12N2O3 overall. Source: OMol25; level of theory: ωB97M-V/def2-TZVPD.

Each atom is followed by the atoms it is bonded to, with distances in Å.
Positions of all 19 atoms, in Å:
1 O -0.8895 2.3465 -0.5446  H9 0.957, H16 0.962
2 O -1.2403 4.3572 -3.6323  H8 0.975, H15 0.963
3 O -0.6786 1.9276 4.4846  H11 0.958, H17 0.969
4 N 1.0482 -3.0328 -1.7801  C6 1.366, H13 1.024, H19 1.017
5 N 0.9105 -1.4109 -0.0070  C6 1.310, C7 1.507
6 C 1.5517 -2.2577 -0.7738  N4 1.366, N5 1.310, H18 1.102
7 C 0.1244 -2.0799 1.0908  N5 1.507, H10 1.087, H12 1.098, H14 1.087
8 H -0.8599 5.1298 -4.0884  O2 0.975
9 H -0.2435 1.9713 0.0537  O1 0.957
10 H -0.0118 -3.1511 0.9700  C7 1.087
11 H -0.1690 1.2008 4.8444  O3 0.958
12 H -0.7736 -1.4676 0.9331  C7 1.098
13 H 0.1025 -3.2554 -1.4573  N4 1.024
14 H 0.5236 -1.8660 2.0785  C7 1.087
15 H -0.9403 4.5242 -2.7331  O2 0.963
16 H -1.1765 1.5771 -1.0464  O1 0.962
17 H -1.5779 1.5852 4.3712  O3 0.969
18 H 2.6527 -2.2611 -0.8144  C6 1.102
19 H 1.6474 -3.8371 -1.9489  N4 1.017

* multiplicity: 2
* net charge: +1
* LUMO level (alpha / beta): -5.681 / -7.567 eV
* largest force on an atom: 3.9 eV Å⁻¹
* energy above the lowest of the compared OMol25 structures with the same formula, charge and spin: 60.89 kcal/mol
* gap between HOMO and LUMO (alpha / beta): 7.35 / 5.46 eV
* E_HOMO (alpha / beta): -13.03 / -13.03 eV
* electronic energy: -11381.140 eV

In elementary charge units, the Mulliken charges are:
1 O -0.593
2 O -0.638
3 O -0.632
4 N -0.319
5 N -0.104
6 C 0.097
7 C -0.682
8 H 0.325
9 H 0.304
10 H 0.376
11 H 0.310
12 H 0.309
13 H 0.329
14 H 0.316
15 H 0.308
16 H 0.298
17 H 0.323
18 H 0.353
19 H 0.321